No. 1
# C5H10NO

The ion C5H10NO with charge -1 (ωB97M-V/def2-TZVPD, OMol25).

Calculated values
- structure (SMILES) = N/C=C/CCC[O-]
- energy above the lowest of the compared OMol25 structures with the same formula, charge and spin (kcal per mole) = 34.2
- E_HOMO (Ha) = -0.0733
- lowest unoccupied orbital energy (eV) = 3.65

```
! wB97M-V def2-TZVPD RIJCOSX def2/J DEFGRID3
* xyz -1 1
N -2.76299 -1.07623 -0.87859
C -1.93876 -0.24866 0.04075
C -0.82222 0.33510 -0.36331
C 0.03539 1.09069 0.65626
C 1.44860 0.37796 0.81593
C 2.22736 -0.19868 -0.44363
O 3.33376 -0.86575 -0.17231
H -3.46294 -1.60153 -0.33206
H -2.27659 -1.78496 -1.36360
H -2.37061 -0.15049 1.03166
H -0.55110 0.51205 -1.47698
H 0.27257 2.05559 0.22549
H -0.43038 1.29467 1.62189
H 1.40472 -0.42186 1.54185
H 2.26642 1.09412 1.07239
H 2.29890 0.51446 -1.22823
H 1.32789 -0.92647 -0.74753
*
```

Taken from the Mulliken analysis, the atomic charges in e are:
1 N -0.628
2 C -0.137
3 C -0.283
4 C -0.468
5 C -0.644
6 C -0.320
7 O -0.849
8 H 0.236
9 H 0.230
10 H 0.293
11 H 0.235
12 H 0.267
13 H 0.309
14 H 0.238
15 H 0.268
16 H 0.236
17 H 0.017

=====

No. 2
# C5H10NO

The ion C5H10NO with charge -1 (ωB97M-V/def2-TZVPD, OMol25).

Calculated values
- structure (SMILES) = N/C=C/CCC[O-]
- energy above the lowest of the compared OMol25 structures with the same formula, charge and spin (kcal per mole) = 12.8
- E_HOMO (Ha) = -0.0839
- lowest unoccupied orbital energy (eV) = 3.69

```
! wB97M-V def2-TZVPD RIJCOSX def2/J DEFGRID3
* xyz -1 1
N -2.44697 0.76236 -2.34064
C -1.36079 0.63970 -1.40808
C -1.15042 -0.37879 -0.60772
C -0.08942 -0.49779 0.44768
C 1.15381 0.37457 0.38208
C 1.95449 0.16976 1.71699
O 2.15547 -1.10849 1.99430
H -2.11503 0.70778 -3.30550
H -3.07425 -0.02612 -2.23668
H -0.73569 1.52888 -1.37818
H -1.84218 -1.21662 -0.55501
H -0.55351 -0.22996 1.41253
H 0.23018 -1.52215 0.58745
H 0.88021 1.40794 0.11627
H 1.84253 -0.00969 -0.38778
H 1.33497 0.71839 2.48842
H 2.87340 0.80263 1.58449
*
```

Taken from the Mulliken analysis, the atomic charges in e are:
1 N -0.623
2 C -0.057
3 C -0.337
4 C -0.506
5 C -0.478
6 C -0.584
7 O -0.863
8 H 0.225
9 H 0.246
10 H 0.319
11 H 0.205
12 H 0.221
13 H 0.239
14 H 0.282
15 H 0.263
16 H 0.199
17 H 0.249

=====

No. 3
# C5H10NO

The ion C5H10NO with charge -2 (ωB97M-V/def2-TZVPD, OMol25).

Calculated values
- expectation value of S² = 0.751
- energy above the lowest of the compared OMol25 structures with the same formula, charge and spin (kcal per mole) = 26.6
- E_HOMO (spin up / spin down) (Ha) = 0.1412 / 0.0130
- lowest unoccupied orbital energy (spin up / spin down) (eV) = 7.00 / 6.95

```
! wB97M-V def2-TZVPD RIJCOSX def2/J DEFGRID3
* xyz -2 2
C -1.54593 0.28636 1.70796
O -2.28404 -0.02738 2.69561
C -0.83029 -1.00384 0.88384
C -0.40330 -0.63400 -0.51540
C 0.74370 0.33581 -0.80353
C 1.70885 -0.03471 -1.71058
N 2.66163 0.94633 -2.15843
H -2.09864 0.93514 0.95819
H -0.71135 0.83881 2.09596
H -0.15788 -1.62300 1.50804
H -1.77488 -1.58361 0.69130
H -1.27970 -0.17518 -0.87053
H -0.11759 -1.56294 -1.00172
H 0.68384 1.33295 -0.34499
H 1.87306 -1.05092 -2.05154
H 2.85220 1.00008 -3.10881
H 2.33359 1.78568 -1.70556
*
```

Taken from the Mulliken analysis, the atomic charges in e are:
1 C -0.452
2 O -0.851
3 C -0.461
4 C -0.852
5 C -0.399
6 C -1.991
7 N -1.876
8 H 0.134
9 H 0.172
10 H 0.396
11 H 0.181
12 H 0.216
13 H 0.126
14 H 0.008
15 H 1.223
16 H 1.611
17 H 0.816

=====

No. 4
# C5H10NO

A cluster of 2 separate species, C5H10NO in total (ωB97M-V/def2-TZVPD, OMol25).

Calculated values
- energy above the lowest of the compared OMol25 structures with the same formula, charge and spin (kcal per mole) = 123.9
- E_HOMO (Ha) = -0.4475
- lowest unoccupied orbital energy (eV) = -8.76

```
! wB97M-V def2-TZVPD RIJCOSX def2/J DEFGRID3
* xyz 1 1
O -1.92168 -0.25946 -0.63321
C -0.76116 -0.57646 -0.69264
C 0.36835 0.32345 -0.61550
C 1.70802 -0.23726 -0.85257
C 2.51464 -0.09216 0.44093
C 3.65962 0.57986 0.44731
N -4.98992 0.12411 0.69150
H -0.48282 -1.62961 -0.83681
H 0.33597 1.38248 -0.37013
H 1.62726 -1.26277 -1.19515
H 2.16794 0.41179 -1.60949
H 2.18309 -0.59948 1.33680
H 3.99842 1.12952 -0.41692
H 4.29800 0.67590 1.31042
H -5.79928 -0.34344 1.08590
H -4.69628 0.88742 1.28462
H -4.21016 -0.51390 0.62495
*
```

Taken from the Mulliken analysis, the atomic charges in e are:
1 O -0.261
2 C -0.182
3 C 0.300
4 C -0.412
5 C -0.022
6 C -0.726
7 N -0.617
8 H 0.328
9 H 0.409
10 H 0.361
11 H 0.327
12 H 0.347
13 H 0.229
14 H 0.287
15 H 0.233
16 H 0.218
17 H 0.182